[1]
23
Properties=species:S:1:pos:R:3 method="wB97M-V/def2-TZVPD" s_squared=0.754 homo_lumo_gap_ev="3.77 / 7.08" charge=-1 multiplicity=2 de_lowest_kj_mol=8.8 molar_mass_da=134.18
C 0.647 -0.591 -2.691
N -0.542 -0.897 -1.932
C -0.661 -0.200 -0.656
C 0.612 -0.065 0.144
C 1.370 -1.343 0.444
O 2.337 -1.303 1.320
C -1.395 1.142 -0.824
N -2.175 1.567 0.329
H 1.558 -0.740 -2.111
H 0.719 -1.248 -3.558
H 0.579 0.432 -3.079
H -0.723 -1.889 -1.850
H -1.347 -0.823 -0.066
H 1.343 0.667 -0.236
H 0.328 0.281 1.142
H 1.102 -2.294 -0.025
H -0.677 1.914 -1.087
H -2.041 1.019 -1.703
H -1.625 1.888 1.107
H -2.837 0.859 0.590
H -0.334 0.337 3.244
H 0.919 1.160 3.194
O -0.052 1.259 3.211



[2]
120
Properties=species:S:1:pos:R:3 method="wB97M-V/def2-TZVPD" homo_lumo_gap_ev=9.68 charge=0 de_lowest_kj_mol=1038.7 molar_mass_da=720.60
H -5.580 3.348 -2.163
H -4.809 2.492 -1.302
O -5.138 3.405 -1.309
H -2.168 -5.426 -0.474
H -2.700 -4.541 0.693
O -2.527 -5.441 0.404
H -1.491 0.680 -3.212
H -0.131 0.280 -2.837
O -0.707 0.328 -3.692
H 4.365 -1.819 -3.636
H 4.405 -1.528 -4.969
O 3.684 -1.658 -4.312
H -0.998 0.574 -5.431
H -0.821 2.105 -5.545
O -1.472 1.419 -5.461
H 3.803 0.669 5.473
O 2.920 0.468 5.784
H 2.596 -2.729 5.256
O 2.091 -2.144 5.840
H 5.773 -0.114 1.718
H 6.822 0.883 0.954
O 6.399 0.614 1.763
H -4.487 2.505 -4.534
H -3.119 2.286 -4.403
O -3.901 2.219 -3.835
H 2.023 3.244 -2.053
H 1.168 1.982 -2.017
O 1.411 2.770 -2.624
H -2.707 0.642 2.411
H -3.890 1.291 2.914
O -3.394 1.240 2.087
H -4.092 -0.441 -2.844
O -3.353 0.005 -2.438
H 4.518 3.650 2.506
H 5.284 2.549 1.867
O 5.439 3.469 2.276
H 0.995 5.081 -1.118
H 1.015 6.617 -1.014
O 1.491 5.867 -1.385
H 0.906 3.609 2.017
H -0.288 4.290 1.700
O 0.401 3.802 1.202
H -1.185 -2.179 2.028
H -2.430 -1.550 1.351
O -1.949 -1.676 2.272
H 0.597 -4.063 -1.291
H 1.368 -4.246 -2.505
O 1.011 -3.530 -1.973
H -0.674 -2.729 -3.760
H -0.888 -1.389 -3.513
O -1.386 -2.233 -3.320
H -0.148 1.273 0.059
O 0.069 2.107 -0.385
H -3.161 3.487 -0.136
H -3.055 4.808 -0.675
O -2.749 4.367 0.139
H -4.845 -0.878 -0.813
O -5.771 -0.884 -1.078
H -4.248 -3.648 3.379
H -3.381 -2.328 3.187
O -3.540 -3.127 3.734
H -1.525 -2.332 -0.982
H -2.846 -1.733 -1.088
O -2.188 -1.957 -0.372
H 2.738 6.093 0.252
H 3.298 5.135 1.477
O 2.861 5.202 0.610
H 1.922 -6.279 0.223
H 0.954 -5.693 1.234
O 1.020 -5.965 0.307
H -0.302 5.219 -3.193
H -0.332 3.791 -3.764
O -0.841 4.655 -3.903
H 5.052 -1.434 0.168
H 5.474 -2.671 0.800
O 4.881 -1.945 1.042
H 2.851 2.342 4.225
H 4.093 1.400 3.925
O 3.368 1.891 3.557
H 4.423 3.603 0.372
H 3.034 2.979 0.100
O 3.968 2.810 0.060
H -3.694 -3.329 -0.222
H -5.111 -3.544 0.349
O -4.445 -2.826 0.248
H 0.901 -3.127 -5.443
H 0.010 -2.125 -6.137
O -0.021 -2.801 -5.456
H -2.867 4.016 3.915
O -3.761 3.849 3.591
H 1.603 -0.706 -0.870
H 0.807 -1.747 -1.959
O 0.829 -1.089 -1.266
H -0.454 2.599 0.254
H 2.868 -0.500 5.911
H -5.992 -1.423 -0.288
H 1.476 -2.745 6.271
H -3.598 0.939 -2.594
H -3.704 4.402 2.704
O -3.541 -2.488 -5.211
H -2.765 -2.477 -4.603
H -3.807 -1.577 -5.141
O 0.752 -0.248 5.865
H 0.260 -0.914 5.380
H 1.253 0.205 5.188
O 0.859 -1.016 1.755
H 0.115 -0.624 2.190
H 0.689 -1.891 1.426
O 5.981 0.749 -1.113
H 5.279 1.072 -0.554
H 5.501 0.597 -1.924
O -0.891 1.759 5.988
H -1.383 1.261 5.346
H -0.098 1.287 6.301
O 1.981 -6.248 -2.177
H 2.442 -5.692 -1.505
H 1.435 -6.721 -1.522
O -0.094 -5.221 2.910
H -0.798 -5.189 2.269
H -0.599 -5.606 3.636



[3]
16
Properties=species:S:1:pos:R:3 method="wB97M-V/def2-TZVPD" smiles="C=C(O)OC.C" homo_lumo_gap_ev=9.75 charge=0 de_lowest_kj_mol=157.6 molar_mass_da=90.12
C 1.837 1.116 0.692
C 1.078 0.395 -0.118
O 1.554 -0.673 -0.806
O -0.260 0.636 -0.335
C -0.536 1.708 -1.216
H 2.869 0.861 0.841
H 1.434 1.962 1.212
H 0.803 -1.153 -1.180
H -1.618 1.735 -1.331
H -0.067 1.551 -2.193
H -0.187 2.659 -0.804
C -1.382 -2.160 1.042
H -1.406 -3.044 0.419
H -1.957 -2.351 1.946
H -1.803 -1.310 0.513
H -0.359 -1.934 1.317